93
Properties=species:S:1:pos:R:3:forces:R:3:lowdin_spin:R:1 method="wB97M-V/def2-TZVPD" lumo_energy_ev="-5.6 / -8.4" e_tot_ha=-5980.10471 spin_multiplicity=5 s2=6.05 e_above_lowest_kj_mol=28.0 molar_mass_g_mol=1049.9 orbital_gap_ev="7.29 / 5.55" charge=+2
Ir -0.7946 0.5825 -0.1694 -0.177 -0.033 -0.251 0.35
C -2.4224 1.5791 2.6790 -0.026 -0.023 -0.010 0.01
P -0.9379 0.7023 2.1282 -0.027 -0.018 0.006 0.01
C 0.4176 1.8049 2.6290 -0.025 0.001 0.005 0.00
N 0.3665 2.3797 3.8049 0.044 -0.015 -0.047 0.00
C 1.4091 3.1715 4.1455 -0.040 0.006 0.047 0.00
C 1.4065 3.8322 5.3976 -0.020 -0.025 -0.025 0.00
C 2.4695 4.6090 5.7432 0.048 0.027 0.000 0.00
C 3.5783 4.7635 4.8678 -0.018 0.019 0.053 0.00
C 3.6076 4.1432 3.6563 -0.023 -0.030 -0.032 0.00
C 2.5144 3.3331 3.2650 0.065 0.028 -0.028 0.00
N 2.5342 2.7258 2.0555 -0.066 0.011 -0.007 0.00
C 1.4918 2.0019 1.7340 0.069 -0.009 0.003 0.00
P 1.4631 1.0914 0.1498 0.020 0.075 -0.089 0.00
C 2.6785 -0.2064 0.4932 -0.075 -0.105 0.131 0.00
C 2.2386 2.0803 -1.2257 -0.004 -0.043 -0.003 0.00
C 3.6135 2.6523 -0.8617 -0.002 0.009 0.007 0.00
C 1.3303 3.2259 -1.6738 -0.015 0.007 0.027 0.01
C 2.4075 1.0413 -2.3642 -0.032 -0.025 -0.029 0.00
C -0.8721 -0.8320 3.1576 -0.002 -0.024 -0.018 0.00
C -2.0653 -1.7103 2.7683 -0.043 -0.011 0.008 0.01
C -0.9708 -0.4758 4.6468 -0.009 -0.011 0.007 0.00
C 0.4428 -1.5659 2.8975 -0.034 -0.019 0.022 0.00
H -2.2023 1.9923 3.6634 -0.004 0.019 0.008 0.00
H -3.2715 0.9030 2.7640 0.019 0.014 0.010 0.00
H -2.6547 2.3924 1.9959 -0.001 0.006 0.002 0.00
H 0.5540 3.6989 6.0499 0.009 0.001 -0.009 0.00
H 2.4784 5.1184 6.6976 0.004 -0.004 -0.010 0.00
H 4.4074 5.3865 5.1752 -0.007 -0.003 0.001 0.00
H 4.4404 4.2509 2.9744 -0.014 -0.002 0.008 0.00
H 3.5896 0.2750 0.8477 0.014 0.006 -0.009 0.00
H 2.8974 -0.7895 -0.3922 0.034 -0.081 -0.114 0.00
H 2.3111 -0.8660 1.2766 0.038 0.039 -0.071 0.00
H 3.5329 3.4940 -0.1820 -0.010 0.028 0.042 0.00
H 4.0721 3.0155 -1.7854 0.002 -0.009 0.018 0.00
H 4.2883 1.9207 -0.4186 -0.007 -0.021 -0.025 0.00
H 1.1163 3.9047 -0.8487 0.003 -0.001 0.010 0.00
H 0.3857 2.8826 -2.0921 -0.003 -0.005 0.020 0.00
H 1.8456 3.7854 -2.4530 -0.015 0.001 0.007 0.00
H 3.2839 0.4174 -2.1679 -0.005 -0.001 -0.005 0.00
H 3.3853 1.8687 -3.8515 0.012 -0.002 0.005 0.00
H 1.5339 0.3816 -2.3803 -0.031 -0.076 -0.054 0.00
H -3.0135 -1.2683 3.0785 0.019 -0.007 0.003 0.00
H -1.9812 -2.6730 3.2755 0.009 0.003 -0.009 0.00
H -2.1125 -1.9101 1.6954 0.015 -0.017 -0.005 0.02
H -1.9130 0.0132 4.8936 0.010 -0.001 -0.002 0.00
H -0.1534 0.1632 4.9752 0.007 0.001 -0.004 0.00
H -0.9262 -1.4062 5.2170 -0.003 0.013 -0.003 0.00
H 0.5526 -1.8491 1.8488 -0.027 0.012 0.018 0.00
H 0.4611 -2.4816 3.4925 -0.002 0.014 0.004 0.00
H 1.3027 -0.9632 3.1997 -0.021 -0.010 0.007 0.00
C -1.5601 -4.9741 -4.8804 0.006 0.013 -0.004 0.00
C -1.3585 -3.5084 -4.6256 0.028 -0.013 0.010 0.01
C -0.0960 -2.9914 -4.3528 0.032 0.055 0.027 0.01
C 0.0946 -1.6298 -4.1365 -0.035 -0.031 -0.058 0.03
C -1.0041 -0.7863 -4.1957 0.036 0.030 0.046 0.06
C -2.2730 -1.2680 -4.4958 -0.034 -0.095 0.003 0.01
C -2.4408 -2.6236 -4.7015 -0.035 0.046 -0.007 0.00
S -0.7955 0.9809 -3.9303 0.081 -0.038 -0.072 0.04
O 2.4787 1.6205 -3.6441 -0.027 -0.004 0.011 0.00
O -1.7790 1.6603 -4.7667 0.026 0.019 0.035 0.02
N -1.4249 0.8660 -2.3120 -0.028 -0.001 0.017 0.46
C -2.7384 0.9547 -2.0246 -0.091 0.041 0.112 0.01
C -3.8405 1.3245 -2.8168 0.017 -0.003 0.076 0.15
C -5.1001 1.2352 -2.2427 0.003 0.005 -0.008 -0.01
C -5.2417 0.8084 -0.9332 0.011 -0.014 0.036 0.15
C -4.0974 0.4995 -0.1850 -0.055 0.020 0.003 0.03
N -2.8974 0.5905 -0.7087 0.174 -0.018 -0.065 0.09
H -0.6657 -5.5485 -4.6457 -0.011 0.009 0.004 0.00
H -1.8017 -5.1464 -5.9306 0.000 0.009 0.002 0.00
H -2.3907 -5.3631 -4.2907 0.004 0.002 -0.002 0.00
H 0.7615 -3.6535 -4.3393 -0.008 -0.006 0.014 0.00
H 1.0905 -1.2418 -3.9726 0.014 0.070 0.027 0.00
H -3.1069 -0.5849 -4.6022 0.023 -0.051 -0.004 0.00
H -3.4243 -3.0072 -4.9458 0.016 -0.001 -0.003 0.00
H -3.6867 1.6829 -3.8216 -0.003 0.017 -0.013 0.00
H -5.9720 1.5090 -2.8216 0.010 0.000 0.001 0.00
H -6.2153 0.7292 -0.4701 0.014 0.002 -0.006 0.01
H -4.1682 0.1813 0.8464 -0.003 -0.005 -0.017 0.00
O -1.8677 3.2674 -0.5374 0.014 -0.023 0.027 0.74
N -1.0678 2.6315 0.0933 0.091 0.093 0.007 0.89
F 2.7380 -6.3063 0.4307 0.050 -0.060 0.017 0.01
C 1.9317 -5.3090 0.1500 -0.010 0.015 -0.013 0.02
C 0.6460 -5.2880 0.6719 -0.005 0.013 -0.011 0.00
F 0.2313 -6.2691 1.4514 -0.014 -0.024 0.028 0.00
C -0.1956 -4.2354 0.3639 0.067 -0.053 -0.012 0.03
F -1.4324 -4.2487 0.8551 -0.049 0.083 0.037 0.01
C 0.2287 -3.1767 -0.4321 -0.064 0.106 0.004 0.07
Se -1.0243 -1.8090 -0.8613 0.002 -0.070 0.084 0.71
C 1.5049 -3.2402 -0.9699 0.028 -0.039 -0.042 0.02
F 1.9155 -2.3093 -1.8366 0.048 0.181 0.095 0.01
C 2.3596 -4.2868 -0.6860 -0.010 0.006 0.004 0.00
F 3.5687 -4.3237 -1.2201 0.031 0.001 -0.009 0.00